Formula: C40H110AgClN10O14
Source: OMol25
Level of theory: ωB97M-V with the def2-TZVPD basis set

Each line ends with the Löwdin charge.
Element x y z (Å)
Ag 0.52802 -2.83547 2.55978  0.7559
Cl -0.39435 -0.35832 -0.29950  0.6453
O -1.12896 0.56034 0.55242  -0.3586
O 0.90543 0.19962 -0.65169  -0.3885
O -0.23550 -1.59135 0.45598  -0.4278
O -1.13896 -0.63472 -1.49699  -0.3376
C -3.55345 -1.55943 3.90594  -0.0469
C -2.03931 -1.67683 3.67901  -0.4004
C -1.33021 -1.55897 5.02397  -0.2166
O 0.01644 -1.92936 4.87653  -0.2589
C 0.76677 -1.65383 6.02677  -0.0977
N -1.69646 -2.98868 3.03521  -0.0025
H -3.95583 -2.38274 4.50070  0.0841
H -4.06718 -1.51486 2.94656  0.0712
H -3.76148 -0.64460 4.47716  0.0849
H -1.73169 -0.85059 3.03036  0.1203
H -1.83906 -2.22279 5.75678  0.1394
H -1.46068 -0.56598 5.47375  0.1254
H 1.81290 -1.86183 5.79463  0.0846
H 0.44956 -2.21699 6.91095  0.0985
H 0.73718 -0.58374 6.29893  0.0920
H -2.39698 -3.11704 2.27546  0.0364
H -1.98532 -3.69208 3.73035  0.0965
C -5.31809 -3.29772 -0.30676  -0.0371
C -4.11414 -4.21869 -0.17656  -0.3986
C -3.67158 -4.76003 -1.49367  -0.2346
O -4.74695 -5.41921 -2.10239  -0.1836
C -4.53919 -5.71313 -3.46410  -0.0933
N -3.00755 -3.45273 0.45007  0.0370
H -6.06360 -3.70486 -0.99308  0.0844
H -5.04225 -2.29476 -0.64403  0.0506
H -5.84158 -3.16967 0.64409  0.0840
H -4.41081 -4.99314 0.53357  0.1441
H -2.83565 -5.47438 -1.39647  0.1267
H -3.33910 -3.92380 -2.13351  0.1232
H -5.47644 -6.14240 -3.81133  0.0929
H -3.69871 -6.39903 -3.61573  0.0708
H -4.37954 -4.79170 -4.04710  0.0976
H -2.77285 -2.61473 -0.09592  0.0696
H -2.14047 -4.00249 0.36901  0.0750
C 3.75220 5.48551 -2.31803  -0.0235
C 4.64236 4.27983 -2.08941  -0.3551
C 3.80256 3.16483 -1.41357  -0.1315
O 3.33894 3.59052 -0.17717  -0.0522
C 2.83565 2.58638 0.66206  -0.0203
N 5.10033 3.76326 -3.36988  0.1448
H 3.06087 5.36514 -3.14534  0.0964
H 4.32622 6.40797 -2.38908  0.0987
H 3.17988 5.66243 -1.39333  0.0698
H 5.47151 4.55873 -1.44304  0.1611
H 4.39598 2.25373 -1.21930  0.1453
H 2.95199 2.88863 -2.05762  0.1640
H 1.98896 2.11298 0.12514  0.1084
H 2.57984 3.00822 1.62365  0.0916
H 3.59386 1.79241 0.76164  0.1200
H 5.49909 2.81154 -3.37815  0.1180
H 4.27981 3.61022 -3.97985  0.1120
C -1.92588 3.02064 3.69730  -0.0464
C -0.90536 3.65834 4.60884  -0.4510
C -0.62682 2.80073 5.79271  -0.2209
O 0.33534 3.36062 6.65638  -0.1798
C -0.16655 4.42484 7.35415  -0.1395
N 0.36681 3.82449 3.87182  0.0672
H -2.83238 2.76371 4.26048  0.0872
H -1.49388 2.12848 3.24355  0.0633
H -2.27470 3.70844 2.92722  0.0724
H -1.26645 4.64769 4.93017  0.1295
H -0.18333 1.86547 5.43822  0.1100
H -1.51099 2.57888 6.40602  0.1353
H -0.88807 4.08803 8.10938  0.0964
H -0.66250 5.19522 6.75549  0.0848
H 0.69117 4.87269 7.84954  0.0961
H 0.21596 4.54850 3.16354  0.0210
H 1.04335 4.19701 4.54420  0.0800
C 0.28231 2.31325 -3.69008  -0.0878
C 1.04412 1.54665 -4.77059  -0.4160
C 0.96759 0.04379 -4.55083  -0.2081
O 1.55492 -0.56822 -5.68286  -0.1876
C 1.59458 -1.95188 -5.59435  -0.1180
N 0.49136 1.99116 -6.11528  0.0360
H 0.56467 1.95604 -2.68397  0.0576
H -0.78747 2.07468 -3.78182  0.0926
H 0.35458 3.39540 -3.72572  0.0633
H 2.09609 1.88946 -4.77393  0.1222
H -0.09339 -0.25630 -4.40891  0.1398
H 1.51745 -0.26957 -3.64066  0.1228
H 0.59016 -2.29020 -5.29450  0.0826
H 2.31933 -2.31213 -4.84905  0.0666
H 1.82361 -2.38854 -6.55912  0.0984
H -0.47197 1.59927 -6.15381  0.0822
H 0.94036 1.42578 -6.85108  0.0677
C 2.16829 6.10427 1.83550  -0.0599
C 0.84590 6.27696 1.11901  -0.3984
C 0.46841 5.13445 0.24449  -0.2590
O -0.71992 5.49409 -0.36257  -0.1527
C -1.20979 4.38904 -1.01001  -0.1101
N -0.26022 6.44988 2.13512  0.0507
H 3.03354 6.20461 1.17313  0.0730
H 2.17168 5.18176 2.41801  0.0516
H 2.27231 6.86765 2.61077  0.0861
H 0.89886 7.16695 0.47676  0.1468
H 0.33624 4.16075 0.76180  0.1295
H 1.25129 4.89659 -0.50868  0.1155
H -0.50109 3.99701 -1.74956  0.0645
H -2.14603 4.62368 -1.51149  0.1029
H -1.42997 3.54446 -0.34390  0.0945
H -1.06493 5.97259 1.69200  0.0771
H -0.61501 7.40109 2.19582  0.0829
C -7.22576 3.20271 -0.53916  -0.0649
C -6.81628 2.69187 0.83219  -0.4502
C -5.54452 1.87684 0.75219  -0.2317
O -5.68332 0.86611 -0.22526  -0.1657
C -4.45994 0.28143 -0.51657  -0.1437
N -6.69359 3.73912 1.86098  0.0310
H -6.46489 3.85958 -0.98028  0.0813
H -8.10900 3.84529 -0.42000  0.0762
H -7.49223 2.42064 -1.24575  0.0755
H -7.55850 1.95554 1.17000  0.1437
H -5.29304 1.41194 1.72819  0.1280
H -4.66754 2.55083 0.60414  0.1261
H -3.74627 1.04708 -0.82117  0.0796
H -4.57809 -0.34558 -1.40230  0.0878
H -3.97779 -0.30976 0.27332  0.0787
H -6.15321 4.52585 1.48256  0.0721
H -7.61690 4.16170 1.98521  0.0723
C 5.14072 -2.38769 2.70874  -0.0548
C 3.62776 -2.37228 2.92485  -0.3968
C 3.10455 -0.96927 2.69004  -0.2231
O 1.73312 -0.92789 3.00108  -0.2788
C 1.35566 0.42321 3.20280  -0.0757
N 2.85035 -3.31084 2.00598  0.0157
H 5.60771 -1.67910 3.39669  0.0848
H 5.42437 -2.07957 1.69783  0.0673
H 5.54759 -3.39056 2.85021  0.0835
H 3.45629 -2.64729 3.97176  0.1346
H 3.24933 -0.66905 1.63867  0.1213
H 3.66839 -0.23368 3.29257  0.1360
H 0.28413 0.55815 3.26983  0.0718
H 1.71705 1.03247 2.36635  0.0654
H 1.82266 0.79372 4.12534  0.1015
H 3.32373 -4.19493 2.28513  0.0875
H 3.20926 -3.20172 1.01791  0.0530
C 4.20477 -1.01395 -1.46966  -0.0615
C 3.88985 -2.42061 -1.93939  -0.4226
C 5.13174 -3.29052 -1.92097  -0.2110
O 6.17684 -2.84006 -2.76391  -0.1839
C 5.92318 -3.01481 -4.15917  -0.0919
N 2.90042 -3.03783 -1.02234  0.0495
H 4.92874 -0.50705 -2.11773  0.0786
H 4.61528 -0.98919 -0.45936  0.0640
H 3.27838 -0.42769 -1.49250  0.0536
H 3.50168 -2.31347 -2.96686  0.1065
H 4.97696 -4.37161 -2.04488  0.1307
H 5.51346 -3.19778 -0.89241  0.1214
H 6.78330 -2.60072 -4.68649  0.0893
H 5.01821 -2.50079 -4.50857  0.0708
H 5.82460 -4.07428 -4.44821  0.0935
H 2.09568 -2.41733 -0.91001  0.0630
H 2.54373 -3.93939 -1.38008  0.0490
C -0.56008 -3.51644 -2.57479  -0.0617
C -0.09631 -4.93242 -2.82617  -0.4064
C 0.44374 -5.11936 -4.22509  -0.2279
O -0.58577 -4.99003 -5.16669  -0.1862
C -1.30020 -6.21763 -5.42166  -0.0857
N 1.03392 -5.24666 -1.89039  0.0335
H -0.78983 -3.29932 -1.53558  0.0461
H -1.42474 -3.30761 -3.21535  0.0871
H 0.18576 -2.80156 -2.94863  0.0712
H -0.93604 -5.63612 -2.71398  0.1159
H 0.89381 -6.11115 -4.39490  0.1291
H 1.21439 -4.37951 -4.43955  0.1077
H -2.18530 -6.00256 -6.02269  0.0888
H -1.64360 -6.72159 -4.50142  0.0707
H -0.69174 -6.93075 -6.01392  0.0946
H 0.69812 -5.16274 -0.92837  0.0788
H 1.28929 -6.23012 -2.01873  0.0856

Atomic forces in eV per Å
Ag -0.1 -0.9 -0.4
Cl -1.1 0.2 0.8
O 0.6 0.0 -0.5
O 0.0 -0.1 0.2
O 0.5 0.0 -0.5
O 0.2 0.1 0.0
C 0.3 0.5 0.2
C -0.5 -0.3 0.4
C -0.8 -0.6 0.2
O -0.3 0.3 0.5
C 0.7 0.6 0.3
N -0.9 0.4 0.6
H 0.1 -0.1 -0.1
H -0.1 0.0 0.1
H -0.1 -0.1 -0.3
H 0.2 -0.2 -0.2
H 0.2 -0.1 -0.3
H 0.3 0.2 -0.4
H -0.1 -0.2 0.1
H -0.1 -0.2 -0.2
H -0.2 -0.2 -0.1
H 0.7 0.1 0.0
H 0.4 0.1 -0.3
C -0.5 0.2 0.0
C -0.1 1.2 1.0
C 0.0 -0.4 -0.9
O -0.2 -0.2 -0.1
C -0.4 0.4 0.0
N 0.6 -0.3 -0.3
H 0.2 0.0 0.0
H 0.1 -0.2 -0.1
H 0.2 0.0 0.1
H 0.3 -0.3 -0.2
H 0.1 0.2 0.2
H 0.0 -0.1 0.1
H 0.2 -0.3 -0.1
H -0.1 0.0 0.0
H 0.2 -0.1 0.1
H -0.4 -0.2 0.1
H -0.4 0.1 0.2
C 0.0 0.6 1.3
C -0.3 0.6 -1.4
C 0.3 -1.1 0.9
O -0.2 0.9 -0.6
C 0.3 -1.0 -0.1
N -1.1 -1.5 0.2
H 0.0 0.0 -0.2
H 0.2 -0.1 -0.5
H -0.1 -0.2 -0.3
H 0.2 -0.4 0.1
H -0.2 -0.1 -0.4
H 0.0 0.3 -0.1
H 0.0 0.0 0.4
H -0.1 0.2 0.0
H -0.1 0.0 0.1
H 0.6 0.7 0.5
H 0.5 0.8 0.0
C -0.6 0.0 0.3
C 0.2 0.7 -0.9
C 0.2 -0.8 0.7
O 0.7 -0.8 -1.1
C -0.2 1.1 1.3
N 0.0 0.1 0.1
H 0.2 -0.2 -0.1
H -0.1 0.0 -0.2
H 0.3 0.0 -0.2
H -0.1 -0.2 0.0
H -0.1 -0.1 0.0
H -0.2 0.0 -0.4
H 0.0 0.1 0.1
H 0.1 -0.1 -0.1
H -0.1 0.2 0.2
H 0.1 -0.1 0.4
H -0.1 -0.1 -0.3
C -0.4 -0.9 0.5
C -0.3 1.3 -1.0
C 0.2 0.0 0.1
O 0.2 0.8 -0.1
C -0.8 -0.7 0.5
N -0.3 -1.5 0.6
H 0.0 0.1 -0.2
H 0.2 0.1 0.0
H 0.3 0.1 -0.3
H -0.2 -0.4 0.0
H 0.4 0.0 -0.2
H -0.2 0.2 -0.1
H 0.2 -0.4 -0.1
H 0.0 0.1 0.0
H 0.1 0.1 -0.2
H 0.6 0.6 0.1
H 0.1 0.4 0.5
C 0.1 0.3 0.6
C -0.3 1.1 1.1
C 0.8 -0.7 -0.1
O -0.1 0.3 -0.1
C -1.2 -1.5 -1.2
N -0.4 -0.8 -1.1
H -0.1 -0.3 0.0
H 0.2 -0.3 -0.3
H 0.0 0.2 -0.2
H 0.0 -0.1 0.0
H 0.0 0.4 0.4
H -0.2 0.4 0.1
H 0.0 0.1 -0.1
H 0.0 0.2 -0.1
H 0.1 0.1 0.3
H 0.4 0.3 0.5
H 0.6 0.1 0.0
C -0.5 0.8 0.0
C -0.2 -0.6 0.0
C 0.9 0.1 1.0
O -0.2 0.5 0.5
C 0.9 -0.2 -1.1
N -0.2 0.4 -0.5
H 0.1 -0.3 0.0
H 0.0 -0.2 0.0
H 0.2 -0.1 0.0
H -0.2 0.4 0.1
H -0.4 0.1 -0.2
H -0.3 -0.3 -0.6
H 0.3 0.2 0.1
H -0.2 -0.1 0.1
H -0.4 0.1 0.3
H 0.1 -0.4 0.1
H 0.2 -0.3 0.2
C -0.1 0.0 -0.3
C -0.1 0.3 -1.1
C 0.3 0.0 0.0
O 0.4 1.0 0.2
C 0.3 0.4 0.1
N 2.1 -0.4 1.0
H 0.1 -0.2 0.1
H -0.2 0.0 0.0
H 0.1 0.1 0.2
H -0.4 -0.1 -0.2
H 0.0 -0.2 0.0
H -0.2 -0.3 0.1
H -0.2 -0.4 -0.1
H -0.2 0.0 0.1
H -0.1 0.1 -0.1
H -1.1 0.2 -0.4
H -0.8 0.3 0.7
C -0.1 0.6 -0.2
C -0.7 -0.4 0.0
C 0.8 0.0 0.7
O -0.4 0.0 -0.5
C 0.1 -0.1 0.1
N 0.4 0.2 -0.3
H 0.0 -0.3 -0.1
H 0.0 -0.2 0.1
H 0.0 0.0 0.2
H 0.0 -0.2 0.2
H -0.5 0.2 -0.4
H 0.1 0.0 -0.2
H -0.1 0.0 0.1
H 0.1 0.1 0.2
H 0.1 0.1 0.3
H 0.1 -0.2 -0.1
H 0.1 0.7 0.0
C 0.0 0.3 -1.1
C 0.9 -0.4 0.8
C 0.0 -0.6 -0.4
O -1.1 -0.4 -0.8
C 0.4 0.1 -0.1
N -0.7 -0.5 -0.2
H 0.0 0.0 0.0
H -0.1 -0.1 0.4
H 0.1 -0.1 0.4
H 0.1 0.1 0.2
H 0.2 0.1 0.5
H 0.0 0.1 0.0
H 0.1 0.3 0.1
H 0.3 0.2 -0.2
H 0.0 0.3 0.4
H 0.1 0.0 -0.2
H 0.0 0.3 0.1

Summary:
- spin multiplicity = 2
- HOMO level (alpha / beta) (eV) = -10.903 / -10.903
- orbital gap (alpha / beta) (eV) = 8.90 / 2.64
- charge = +1
- M (g/mol) = 1098.7